1.
ORCA calculation (ωB97M-V/def2-TZVPD) on C32H62Be2BrCl2F2N6O10PSSi as an isolated structure.

Positions of all 120 atoms, in Å:
1 C 11.274665 -1.051361 0.041411
2 C 10.353352 -0.559919 -1.141900
3 C 9.844001 -1.791250 -2.035202
4 C 11.312018 0.272303 -2.122044
5 C 9.193638 0.441836 -0.729326
6 C 8.391800 0.077937 0.588988
7 C 9.053743 0.569496 1.932513
8 C 7.993202 -1.465944 0.710203
9 C 6.998652 0.841239 0.472856
10 C 5.947171 0.344733 -0.532913
11 C 4.615596 0.981432 -0.702616
12 C 4.226235 2.144640 0.101246
13 O 3.057974 2.786560 0.076342
14 C 2.152236 2.283114 -0.941659
15 C 0.765699 3.046089 -0.759368
16 O -0.021532 2.499017 0.288686
17 C -0.894320 1.481158 -0.212781
18 C -2.175485 2.067649 -0.997907
19 N -3.342008 1.294400 -0.524874
20 C -4.479941 2.251688 -0.483897
21 C -4.345965 3.083261 0.968950
22 C -3.377904 2.362394 2.058859
23 O -4.934661 2.412131 2.139267
24 C -3.582793 0.127469 -1.243762
25 N -2.617679 -0.470101 -1.907431
26 S -2.919377 -1.972811 -2.761919
27 N -4.844327 -0.568198 -1.252019
28 Si -5.400773 -1.233799 0.303147
29 C -6.655672 -0.216798 1.298955
30 C -6.143014 -2.973622 -0.058413
31 C -3.923286 -1.579885 1.496359
32 P -6.015691 -0.019467 -2.368697
33 N -6.369070 -1.211979 -3.362225
34 O -7.464730 0.454181 -1.716748
35 O -5.356182 1.182320 -3.341561
36 C 5.280207 2.682224 1.082276
37 C 6.642063 2.007980 1.236221
38 H 11.981764 -0.227703 0.352022
39 H 10.729621 -1.475402 0.921484
40 H 11.924259 -1.880585 -0.368772
41 H 9.072308 -1.463098 -2.779082
42 H 9.514560 -2.645930 -1.381482
43 H 10.766736 -2.166331 -2.575006
44 H 10.731998 0.660521 -3.014026
45 H 12.099890 -0.415321 -2.546344
46 H 11.850962 1.098661 -1.587734
47 H 8.524736 0.556938 -1.633071
48 H 9.676798 1.451918 -0.545639
49 H 8.313261 0.414818 2.774032
50 H 10.049136 0.117925 2.162753
51 H 9.209326 1.689573 1.852262
52 H 7.764493 -1.940698 -0.282334
53 H 8.702073 -2.057153 1.341042
54 H 7.009765 -1.473276 1.273773
55 H 6.154737 -0.538519 -1.192066
56 H 3.917708 0.538489 -1.448317
57 H 1.905941 1.188911 -0.820778
58 H 2.510203 2.547936 -1.976328
59 H 1.006623 4.115781 -0.473524
60 H 0.210679 3.130650 -1.743755
61 H -1.240497 0.821499 0.639851
62 H -0.307509 0.779790 -0.896563
63 H -2.209159 3.155505 -0.759416
64 H -1.943101 1.954198 -2.091910
65 H -5.489774 1.793113 -0.340443
66 H -4.443837 3.052061 -1.268840
67 H -4.328417 4.241460 0.924511
68 H -3.244292 1.257862 1.999144
69 H -2.955302 3.043541 2.831840
70 H -1.637534 -0.116415 -1.959242
71 H -1.676222 -2.563798 -2.855192
72 H -6.995049 0.743152 0.831773
73 H -6.260206 0.054883 2.323023
74 H -7.589902 -0.847819 1.427534
75 H -5.256292 -3.593961 -0.402419
76 H -6.448636 -3.416320 0.932832
77 H -6.969717 -2.947190 -0.814687
78 H -3.870807 -2.652494 1.817464
79 H -4.097259 -0.973855 2.437771
80 H -2.932918 -1.243159 1.085566
81 H -5.835671 -2.043669 -3.073646
82 H -8.107285 -0.279795 -1.855053
83 H -5.908731 1.114785 -4.149464
84 H 5.006485 3.577975 1.702006
85 H 7.332476 2.477434 1.970314
86 Cl 5.549696 -3.901235 1.257571
87 C 6.365876 -4.913438 2.468895
88 C 6.560416 -4.184495 3.788020
89 Cl 7.744592 -2.856149 3.663104
90 H 7.320338 -5.247603 2.045288
91 H 5.737504 -5.791993 2.624043
92 H 6.948630 -4.884093 4.547308
93 H 5.620246 -3.764413 4.158995
94 N -2.983005 6.650493 -0.615753
95 O -3.696262 6.893190 0.371027
96 O -2.575740 5.488326 -0.814290
97 O -2.677300 7.555751 -1.400453
98 F 6.991177 -6.083743 0.635072
99 Be 6.537180 -4.690750 6.356571
100 Br 4.520461 2.160001 3.487702
101 C -10.922649 -1.175240 -1.443600
102 O -9.776485 -1.450233 -0.904737
103 H -11.815368 -1.007348 -0.717450
104 H -10.998002 -0.265849 -2.068971
105 H -11.363929 -1.958112 -2.151503
106 N -14.436896 1.294036 -0.229498
107 C -13.528207 1.123854 0.782522
108 C -12.563889 2.090636 0.652090
109 C -12.905608 2.877892 -0.477096
110 C -14.066383 2.364717 -0.998070
111 H -15.249601 0.722579 -0.383175
112 H -13.646389 0.330811 1.504376
113 H -11.708539 2.219232 1.296975
114 H -12.362221 3.725790 -0.863722
115 H -14.658354 2.667038 -1.847164
116 Be -12.052328 -2.665465 -0.523021
117 O 5.307964 -7.688844 2.049178
118 H 5.567053 -8.606777 1.914753
119 H 4.573026 -7.561108 1.438721
120 F 0.186768 -0.664498 -1.968556

Atoms 1-6, force components in eV/Å:
C 0.260 -0.269 -0.602
C 0.609 0.402 -1.045
C 1.052 0.130 0.938
C -0.165 -0.579 -0.154
C 0.854 -0.041 0.470
C -1.236 -0.118 -0.084

HOMO-LUMO gap: 0.8 eV
multiplicity: 1
total energy: -7089.14215 Ha
HOMO energy: -7.07 eV

2.
ORCA calculation (ωB97M-V/def2-TZVPD) on C47H37AsBrF6N3P2PbS2 as an isolated structure.

Positions of all 100 atoms, in Å:
1 Pb -0.244400 0.231485 0.554340
2 S 1.892281 0.023581 2.891492
3 P 3.140866 0.618576 1.456690
4 C 2.448763 0.358622 -0.125146
5 P 3.100952 -0.826364 -1.237396
6 S 2.696197 -2.674612 -0.713352
7 C 4.886605 -0.576114 -1.579319
8 C 5.744396 -1.669867 -1.584404
9 C 7.090216 -1.508624 -1.889004
10 C 7.592267 -0.252926 -2.193346
11 C 6.747107 0.848602 -2.173724
12 C 5.406838 0.688783 -1.859943
13 C 2.333224 -0.379897 -2.868055
14 C 2.934626 -1.171048 -4.010082
15 C 2.741566 -0.719898 -5.240442
16 C 1.962215 0.565953 -5.435097
17 C 2.452257 1.544914 -4.389671
18 C 2.587330 1.099154 -3.151704
19 C 3.403039 2.416473 1.572927
20 C 3.921524 2.958314 2.748551
21 C 4.038315 4.330919 2.890284
22 C 3.621679 5.174616 1.865087
23 C 3.092999 4.642177 0.700698
24 C 2.985924 3.263913 0.553934
25 C 4.776921 -0.117559 1.759411
26 C 4.832996 -1.449842 2.165420
27 C 6.059146 -2.074363 2.334226
28 C 7.235388 -1.373526 2.104328
29 C 7.185136 -0.046011 1.704914
30 C 5.959069 0.579598 1.529042
31 H 5.341800 -2.647130 -1.346649
32 H 7.747216 -2.369799 -1.883569
33 H 8.641239 -0.128504 -2.433563
34 H 7.132168 1.836509 -2.395004
35 H 4.769941 1.562541 -1.827337
36 H 3.437627 -2.107501 -3.798326
37 H 3.102131 -1.259108 -6.108193
38 H 2.138960 0.957379 -6.436491
39 H 2.604797 2.586982 -4.645133
40 H 2.808240 1.760559 -2.323903
41 H 4.216296 2.296781 3.555219
42 H 4.440571 4.746976 3.805648
43 H 3.699784 6.248485 1.983164
44 H 2.737447 5.295255 -0.086410
45 H 2.537634 2.840307 -0.337121
46 H 3.910303 -1.986361 2.345374
47 H 6.094439 -3.112054 2.641336
48 H 8.193401 -1.864080 2.227922
49 H 8.100647 0.501986 1.519889
50 H 5.923227 1.614938 1.213599
51 C -5.537453 2.591063 -1.484104
52 C -5.025570 1.480304 -0.613792
53 C -5.850920 0.483536 -0.112306
54 C -5.303981 -0.587702 0.566786
55 C -3.929708 -0.607616 0.729731
56 Br -3.145364 -2.113935 1.584137
57 N -3.123886 0.341554 0.311275
58 C -3.670908 1.357711 -0.357498
59 H -6.591090 2.793739 -1.291347
60 H -5.436019 2.302952 -2.532765
61 H -4.971282 3.510618 -1.331567
62 H -6.920129 0.524320 -0.285531
63 H -5.908875 -1.405265 0.928833
64 H -2.983147 2.121912 -0.703997
65 C -0.455564 4.645902 1.952342
66 C -0.721407 5.351370 0.786677
67 C -0.808947 4.671937 -0.418053
68 C -0.635680 3.286805 -0.468327
69 C -0.379532 2.554544 0.705095
70 C -0.296260 3.266632 1.900176
71 C -0.634568 2.584410 -1.789547
72 C -0.950544 3.160415 -3.011556
73 C -0.724294 2.441390 -4.186163
74 C -0.157768 1.187993 -4.124019
75 C 0.362627 0.373802 -5.288124
76 C -0.015557 -1.072551 -5.048310
77 C 0.193293 -1.577306 -3.844911
78 C 0.740446 -0.678557 -2.760783
79 C 0.041754 0.650031 -2.856159
80 N -0.218159 1.309905 -1.747491
81 H -0.366268 5.169994 2.897203
82 H -0.848640 6.427053 0.811385
83 H -0.995934 5.237080 -1.323467
84 H -0.074318 2.734697 2.819891
85 H -1.353088 4.161926 -3.064040
86 H -0.944476 2.893870 -5.147288
87 H -0.091688 0.741780 -6.208248
88 H -0.455200 -1.654199 -5.847638
89 H -0.055110 -2.598617 -3.591048
90 H 0.542547 -1.138029 -1.793637
91 N -1.475126 0.225225 4.425863
92 C -1.309843 0.351157 3.282942
93 H -1.449976 0.080849 5.411282
94 F -2.261402 -1.378614 -2.111632
95 As -3.493626 -1.762965 -3.290113
96 F -4.524882 -0.536800 -2.604607
97 F -4.156673 -2.927241 -2.191186
98 F -4.717286 -2.150586 -4.458267
99 F -2.450841 -2.970705 -3.971567
100 F -2.834627 -0.566372 -4.364036

Atoms 1-6, force components in eV/Å:
Pb 0.377 -0.046 -0.215
S 0.039 0.087 -0.075
P -0.292 0.090 0.003
C 0.213 -0.301 0.180
P -0.129 0.214 -0.135
S 0.008 -0.005 0.026

energy above the lowest of the compared OMol25 structures with the same formula, charge and spin: 199.57 kJ/mol
HOMO-LUMO gap (spin up / spin down): 7.7 / 6.7 eV
multiplicity: 2
net charge: -1
total energy: -9058.59160 Ha
HOMO energy (spin up / spin down): -5.46 / -5.37 eV

3.
ORCA calculation (ωB97M-V/def2-TZVPD) on a 3-piece molecular cluster, C47H55N4O5 overall.

Positions of all 111 atoms, in Å:
1 C -0.951806 -1.820906 1.491426
2 C -2.074534 -1.733970 0.460525
3 C -1.771805 -2.568164 -0.784443
4 C -2.444981 -0.279211 0.148677
5 C -1.579746 0.349206 -0.962691
6 C -1.131794 1.811082 -0.724425
7 C -2.298609 2.766449 -1.042878
8 C -3.440388 2.824560 -0.014111
9 C -4.404267 3.944378 -0.413081
10 C -5.396246 4.330212 0.711386
11 N -6.820437 4.152515 0.367237
12 C -7.464059 5.340341 -0.090341
13 N -8.052321 6.124924 0.665861
14 N -7.427745 5.632735 -1.504370
15 C -0.516756 1.998480 0.662407
16 C 0.253912 3.315072 0.893531
17 C 1.408661 3.070409 1.888921
18 C -0.667158 4.331239 1.583341
19 N 0.796005 3.925650 -0.346322
20 O 0.130200 4.929334 -0.793143
21 C 1.147105 2.944296 -1.377768
22 C 1.617995 3.752906 -2.616745
23 C 2.338550 2.047873 -0.982779
24 C -0.035390 2.073607 -1.823537
25 H -1.359527 -1.458955 2.431922
26 H -0.663136 -2.853218 1.660354
27 H -0.089974 -1.222171 1.207808
28 H -2.948174 -2.165188 0.948521
29 H -1.914613 -3.610420 -0.521375
30 H -2.378653 -2.304539 -1.644790
31 H -0.717009 -2.459268 -1.022623
32 H -2.477321 0.295734 1.069069
33 H -3.471194 -0.309106 -0.216540
34 H -2.108935 0.313064 -1.910721
35 H -0.667325 -0.240181 -1.051798
36 H -1.968892 3.785318 -1.244753
37 H -2.746977 2.404159 -1.967744
38 H -3.105459 2.942704 1.009285
39 H -4.019285 1.912271 -0.112773
40 H -5.000479 3.624810 -1.266375
41 H -3.842861 4.803880 -0.773411
42 H -5.190158 3.698762 1.572319
43 H -5.273667 5.374972 0.964175
44 H -6.968801 3.375461 -0.264591
45 H -7.991293 5.757674 1.616651
46 H -6.445697 5.816722 -1.712835
47 H -7.656569 4.789030 -2.025599
48 H 0.160226 1.161305 0.832528
49 H -1.262415 1.917706 1.444228
50 H 1.114701 3.245932 2.916635
51 H 1.796907 2.060256 1.808104
52 H 2.250200 3.718724 1.661115
53 H -1.649271 4.380125 1.134056
54 H -0.196787 5.302295 1.642421
55 H -0.788098 4.005141 2.612166
56 H 0.732699 4.067098 -3.156607
57 H 2.178294 3.126957 -3.300590
58 H 2.148251 4.657446 -2.340639
59 H 2.047079 1.173248 -0.409188
60 H 2.818107 1.716035 -1.893400
61 H 3.067994 2.666876 -0.463815
62 H 0.370530 1.122972 -2.157805
63 H -0.556372 2.488816 -2.681918
64 C 2.644787 -0.983044 -5.398683
65 C 1.716674 -1.004156 -4.362025
66 C 1.120313 -2.196061 -3.987314
67 C 1.441053 -3.372137 -4.654808
68 C 2.355339 -3.346758 -5.709570
69 C 2.962973 -2.150504 -6.071052
70 C 2.677256 -4.587460 -6.468630
71 O 3.475394 -4.567447 -7.382593
72 C 1.989226 -5.850972 -6.083207
73 C 2.233097 -7.007973 -6.812439
74 C 1.611061 -8.192698 -6.457806
75 C 0.748208 -8.229700 -5.366841
76 C 0.497439 -7.078863 -4.639565
77 C 1.108927 -5.884641 -4.999392
78 C 0.803858 -4.648741 -4.228012
79 O 0.050691 -4.673837 -3.276762
80 H 3.116092 -0.051505 -5.684637
81 H 1.460368 -0.087239 -3.845584
82 H 0.401590 -2.215659 -3.178273
83 H 3.680096 -2.135294 -6.880523
84 H 2.906744 -6.978651 -7.658092
85 H 1.798734 -9.091871 -7.030185
86 H 0.268318 -9.158678 -5.087360
87 H -0.176267 -7.104342 -3.793842
88 C 4.099804 1.759422 3.968337
89 C 4.546802 2.055516 5.252285
90 C 4.375648 1.139119 6.276520
91 C 3.745789 -0.073172 6.024339
92 C 3.278157 -0.359748 4.740257
93 C 3.467249 0.554262 3.713355
94 C 2.558139 -1.631363 4.455049
95 O 2.155182 -1.880176 3.336737
96 C 2.336883 -2.584375 5.576297
97 C 1.619241 -3.751533 5.345508
98 C 1.416763 -4.653495 6.375795
99 C 1.937593 -4.397943 7.640528
100 C 2.648885 -3.234185 7.877573
101 C 2.843933 -2.319423 6.850700
102 C 3.582361 -1.056657 7.130836
103 O 4.035100 -0.831666 8.234151
104 H 4.241242 2.474166 3.167668
105 H 5.030333 3.002928 5.452372
106 H 4.726683 1.365044 7.274260
107 H 3.116014 0.325856 2.716309
108 H 1.217914 -3.950379 4.360874
109 H 0.853509 -5.559909 6.195304
110 H 1.783782 -5.107810 8.442901
111 H 3.050584 -3.031711 8.861095

Atoms 1-6, force components in eV/Å:
C -0.599 0.006 -0.087
C -0.101 0.083 0.178
C 0.272 0.093 0.677
C -0.401 -0.461 -0.806
C 0.183 0.371 1.335
C 0.362 0.104 -1.093

HOMO-LUMO gap (spin up / spin down): 7.5 / 7.9 eV
multiplicity: 2
total energy: -2419.13460 Ha
HOMO energy (spin up / spin down): -8.55 / -8.95 eV

4.
ORCA calculation (ωB97M-V/def2-TZVPD) on C2H3F3 in the gas phase.

Positions of all 8 atoms, in Å:
1 C 0.185096 0.088312 0.720808
2 C -0.285776 -0.095769 -0.637998
3 H 0.272011 -0.854371 1.069192
4 H -0.276725 0.696242 1.477282
5 H 1.145224 0.472716 0.754233
6 F -1.337845 -0.708818 -1.052013
7 F -0.422530 1.148070 -1.082901
8 F 0.720545 -0.746382 -1.248604

Atoms 1-6, force components in eV/Å:
C -1.327 0.228 2.003
C 1.734 1.975 -0.576
H 0.347 -3.204 1.859
H -1.335 0.207 -0.313
H 2.037 0.713 -0.872
F -2.436 -1.518 0.702

energy above the lowest of the compared OMol25 structures with the same formula, charge and spin: 90.11 kJ/mol
HOMO-LUMO gap: 14.1 eV
multiplicity: 1
SMILES string: CC(F)(F)F
total energy: -377.59177 Ha
HOMO energy: -13.16 eV